(1)
{"formula": "C3H10NO", "method": "wB97M-V/def2-TZVPD", "homo_ev": -15.54, "homo_lumo_gap_ha": 0.4469, "total_charge": 1, "species": ["O", "N", "C", "C", "C", "H", "H", "H", "H", "H", "H", "H", "H", "H", "H"], "coordinates": [[-1.948, 0.161, 0.600], [-0.304, -1.263, -0.620], [1.540, 0.469, -0.488], [-0.689, 0.810, 0.662], [0.395, -0.228, 0.263], [-2.549, 0.508, 1.266], [-0.183, -0.995, -1.602], [0.649, -0.770, 1.154], [-1.324, -1.140, -0.473], [1.223, 0.669, -1.506], [1.772, 1.341, 0.125], [0.099, -2.192, -0.553], [-0.444, 1.140, 1.666], [2.439, -0.144, -0.437], [-0.676, 1.634, -0.057]], "lowdin_charge": [-0.06, 0.22, -0.02, -0.18, -0.28, 0.12, 0.17, 0.15, 0.15, 0.09, 0.10, 0.18, 0.14, 0.09, 0.13]}

***

(2)
{"formula": "C35H28CuF3N4O2P2S", "method": "wB97M-V/def2-TZVPD", "homo_ev": -1.67, "homo_lumo_gap_ha": 0.2145, "total_charge": -2, "species": ["Cu", "S", "P", "P", "F", "F", "F", "O", "O", "N", "N", "N", "N", "C", "C", "C", "C", "C", "C", "C", "C", "C", "C", "C", "C", "C", "C", "C", "C", "C", "C", "C", "C", "C", "C", "C", "C", "C", "C", "C", "C", "C", "C", "C", "C", "C", "C", "C", "H", "H", "H", "H", "H", "H", "H", "H", "H", "H", "H", "H", "H", "H", "H", "H", "H", "H", "H", "H", "H", "H", "H", "H", "H", "H", "H", "H"], "coordinates": [[-1.180, 0.382, 0.416], [-3.261, -0.336, 1.086], [-0.087, -1.935, 0.127], [2.149, -0.234, 0.400], [-1.288, 3.481, 3.403], [0.647, 3.614, 4.349], [0.262, 4.677, 2.502], [1.758, 2.366, 2.040], [-0.265, 1.363, 2.170], [1.070, 3.603, -4.633], [-0.321, 0.973, -1.245], [1.545, -1.670, -0.332], [-0.049, 1.683, -3.569], [-2.970, -2.965, -2.588], [-6.199, 0.066, -2.421], [-1.086, -2.196, -3.858], [-2.254, -2.786, -1.415], [-0.322, -6.001, 1.069], [-0.171, 1.394, -2.321], [3.135, 0.234, -2.256], [-2.387, -2.674, -3.814], [3.757, 1.041, -3.200], [0.026, 3.510, 3.142], [3.573, -0.894, 1.367], [5.553, -1.940, 3.047], [0.333, -6.032, 2.291], [4.293, -1.646, 3.554], [0.565, 2.722, -4.066], [-5.698, -0.605, -0.156], [-6.589, -0.505, -1.213], [-4.372, -0.150, -0.260], [0.566, 2.276, 2.345], [0.684, -3.659, 2.138], [4.234, 2.661, -1.496], [-0.367, -2.026, -2.682], [3.060, 0.628, -0.925], [-0.464, -4.802, 0.379], [-0.934, -2.333, -1.450], [3.318, -1.118, 2.720], [2.404, -2.743, -0.817], [0.844, -4.854, 2.822], [3.605, 1.860, -0.557], [-4.894, 0.533, -2.538], [5.829, -1.692, 1.708], [0.034, -3.613, 0.904], [-4.001, 0.425, -1.485], [4.846, -1.172, 0.878], [4.312, 2.253, -2.822], [-2.985, 0.787, -1.599], [1.070, -2.740, 2.568], [6.815, -1.902, 1.310], [3.477, 2.214, 0.461], [-2.960, -2.780, -4.727], [4.075, -1.810, 4.602], [-0.724, -6.912, 0.643], [-6.014, -1.049, 0.781], [-7.603, -0.874, -1.091], [0.444, -6.966, 2.827], [-0.962, -4.799, -0.581], [1.867, -3.364, -1.538], [2.350, -0.838, 3.122], [-0.636, -1.920, -4.803], [2.670, -0.691, -2.570], [-2.745, -2.937, -0.459], [2.748, -3.383, 0.003], [3.772, 0.738, -4.240], [6.320, -2.345, 3.695], [4.758, 2.902, -3.565], [0.625, -1.602, -2.714], [-6.895, 0.148, -3.247], [1.357, -4.861, 3.776], [-4.557, 0.983, -3.465], [3.283, -2.329, -1.313], [4.621, 3.628, -1.201], [-4.007, -3.274, -2.536], [5.073, -0.968, -0.164]], "lowdin_charge": [-0.08, 0.56, 0.99, 1.04, 0.12, 0.10, 0.11, -0.02, -0.07, 0.04, 0.11, -0.52, 0.05, -0.09, -0.15, -0.09, -0.13, -0.10, -0.34, -0.11, -0.10, -0.10, -0.53, -0.33, -0.11, -0.12, -0.10, -0.46, -0.16, -0.14, -0.70, -0.61, -0.10, -0.09, -0.10, -0.36, -0.09, -0.36, -0.11, -0.16, -0.09, -0.09, -0.12, -0.10, -0.32, -0.13, -0.09, -0.11, 0.07, 0.09, 0.09, 0.09, 0.09, 0.09, 0.09, 0.08, 0.08, 0.09, 0.09, 0.07, 0.10, 0.10, 0.08, 0.09, 0.08, 0.10, 0.09, 0.09, 0.08, 0.08, 0.10, 0.09, 0.06, 0.10, 0.10, 0.10]}

***

(3)
{"formula": "C16H19FeO5S", "method": "wB97M-V/def2-TZVPD", "homo_ev": [-6.00, -8.30], "homo_lumo_gap_ha": [0.2360, 0.1680], "spin_multiplicity": 6, "species": ["Fe", "S", "O", "O", "O", "O", "O", "C", "C", "C", "C", "C", "C", "C", "C", "C", "C", "C", "C", "C", "C", "C", "C", "H", "H", "H", "H", "H", "H", "H", "H", "H", "H", "H", "H", "H", "H", "H", "H", "H", "H", "H"], "coordinates": [[1.544, 3.843, 1.857], [-3.125, -1.996, -1.439], [0.427, 3.224, 4.421], [0.366, 6.451, 2.264], [0.449, -3.139, -0.439], [-1.364, -2.468, 0.698], [3.601, 5.082, 3.375], [0.887, -3.835, 0.738], [0.068, -0.050, -0.917], [1.267, 1.904, -1.750], [0.376, 0.883, -1.933], [0.825, 1.063, 1.186], [-3.456, -1.216, -3.032], [2.912, 4.473, 2.636], [0.750, 5.425, 1.894], [0.809, 3.249, 3.339], [0.030, 0.191, 0.496], [1.756, 2.035, 0.731], [-0.539, -2.277, -0.214], [1.916, 2.418, -0.612], [2.228, -4.411, 0.366], [-0.592, -1.215, -1.294], [-3.457, -0.628, -0.314], [2.633, 3.226, -0.815], [-3.876, -0.216, -2.862], [-4.419, -0.258, -0.681], [-4.206, -1.921, -3.424], [2.129, -5.168, -0.413], [-2.580, -1.190, -3.703], [2.906, -3.632, 0.008], [-0.548, -0.507, 1.137], [0.717, 0.980, 2.276], [-2.748, 0.213, -0.214], [-0.513, -1.607, -2.296], [2.676, -4.882, 1.237], [1.508, 2.414, -2.687], [-3.562, -1.107, 0.664], [-1.488, -0.643, -1.336], [2.526, 2.360, 1.477], [0.038, 0.676, -2.957], [0.978, -3.125, 1.577], [0.149, -4.617, 0.956]], "lowdin_charge": [0.20, 0.88, 0.14, 0.11, 0.01, 0.02, 0.08, -0.21, -0.24, -0.11, -0.04, -0.10, -0.36, -0.22, -0.16, -0.18, -0.02, -0.21, -0.50, -0.08, -0.07, -0.19, -0.35, 0.11, 0.05, 0.04, 0.03, 0.08, 0.04, 0.08, 0.12, 0.09, 0.06, 0.14, 0.08, 0.10, 0.05, 0.05, 0.09, 0.12, 0.14, 0.13]}

***

(4)
{"formula": "C17H12BrO4PSSr", "method": "wB97M-V/def2-TZVPD", "homo_ev": -12.27, "homo_lumo_gap_ha": 0.0879, "total_charge": 2, "species": ["Sr", "Br", "S", "P", "O", "O", "O", "O", "C", "C", "C", "C", "C", "C", "C", "C", "C", "C", "C", "C", "C", "C", "C", "C", "C", "H", "H", "H", "H", "H", "H", "H", "H", "H", "H", "H", "H"], "coordinates": [[4.023, -3.385, -4.445], [-1.122, 2.405, -2.533], [-0.080, -2.829, -3.218], [1.141, -1.863, -2.046], [1.058, -0.255, -2.492], [2.770, -2.322, -2.413], [-1.649, -0.554, -1.674], [-2.672, -0.741, 3.013], [-1.234, -0.242, -0.589], [-1.846, -0.382, 2.221], [2.664, -3.818, 0.195], [0.736, -2.049, -0.261], [-0.421, 5.495, -0.821], [-1.681, 4.956, -0.650], [-1.842, 1.038, 1.565], [1.097, -3.044, 2.096], [-0.364, -1.230, 0.280], [-0.690, -1.323, 1.713], [-1.532, 1.124, 0.114], [-2.017, 3.565, 1.585], [-0.001, -2.223, 2.633], [-1.750, 3.621, 0.160], [-1.494, 2.375, -0.625], [-2.086, 2.267, 2.291], [1.445, -2.936, 0.685], [2.724, -3.174, -2.872], [0.421, 4.828, -1.148], [-2.291, 2.221, 3.390], [-0.343, -2.245, 3.691], [1.619, -3.721, 2.806], [1.494, -0.129, -3.357], [3.426, -3.077, -0.186], [-2.600, 5.411, -1.092], [2.359, -4.521, -0.629], [-2.168, 4.530, 2.126], [3.097, -4.333, 1.084], [-0.189, 6.562, -0.597]], "lowdin_charge": [1.88, 0.80, 0.40, 0.40, -0.23, -0.41, 0.04, 0.15, -0.32, -0.28, -0.07, -0.19, 0.00, -0.16, -0.06, 0.01, -0.03, -0.03, -0.09, 0.02, 0.06, -0.20, -0.47, 0.03, -0.20, -0.14, 0.06, 0.13, 0.14, 0.12, 0.08, 0.07, 0.12, 0.08, 0.13, 0.09, 0.07]}

***

(5)
{"formula": "C4H6P2", "method": "wB97M-V/def2-TZVPD", "homo_ev": [-7.83, -7.73], "homo_lumo_gap_ha": [0.2314, 0.2100], "species": ["P", "P", "C", "C", "C", "C", "H", "H", "H", "H", "H", "H"], "coordinates": [[-3.754, -1.265, 0.025], [-3.647, 0.762, 0.033], [-2.149, 1.471, -0.036], [-0.486, -0.386, 0.076], [-0.783, 0.949, -0.033], [0.842, -0.911, 0.031], [-1.345, -1.048, 0.026], [1.729, -0.320, 0.189], [-0.046, 1.632, -0.133], [1.253, -1.213, -1.027], [-2.297, 2.467, -0.346], [0.810, -1.810, 0.661]], "lowdin_charge": [0.29, 0.40, -0.53, -0.19, -0.16, -0.13, -0.02, 0.07, 0.06, 0.12, 0.00, 0.08]}

***

(6)
{"formula": "C17H17N5OS2", "method": "wB97M-V/def2-TZVPD", "homo_ev": -8.30, "homo_lumo_gap_ha": 0.3059, "species": ["S", "S", "O", "N", "N", "N", "N", "N", "C", "C", "C", "C", "C", "C", "C", "C", "C", "C", "C", "C", "C", "C", "C", "C", "C", "H", "H", "H", "H", "H", "H", "H", "H", "H", "H", "H", "H", "H", "H", "H", "H", "H"], "coordinates": [[5.198, 0.416, -0.438], [-0.679, 1.457, -0.161], [-3.318, 2.207, -0.110], [1.711, -1.511, 0.103], [5.987, -1.855, 0.008], [0.492, -0.976, 0.079], [1.946, 0.668, -0.105], [6.406, -0.708, -0.290], [2.595, -0.548, -0.011], [-5.783, 0.888, -0.056], [-4.567, 0.201, -0.050], [-8.294, -1.935, 0.078], [4.662, -1.975, 0.149], [-6.980, 0.203, -0.022], [-7.000, -1.187, 0.019], [-4.584, -1.195, -0.008], [-5.787, -1.871, 0.026], [1.979, 3.087, 0.611], [4.001, -0.763, -0.061], [2.517, 1.964, -0.224], [4.030, -3.272, 0.485], [-2.024, 0.228, -0.105], [0.625, 0.324, -0.048], [-3.326, 0.996, -0.090], [3.324, 2.512, 0.920], [4.803, -4.003, 0.702], [3.420, 1.899, 1.804], [3.420, -3.613, -0.349], [3.366, -3.156, 1.338], [-1.939, -0.414, -0.982], [-1.890, -0.377, 0.792], [-8.550, -2.144, 1.117], [-7.911, 0.750, -0.028], [-3.663, -1.756, -0.002], [-5.789, -2.951, 0.057], [-8.218, -2.885, -0.444], [2.845, 2.188, -1.235], [1.918, 4.061, 0.154], [4.209, 3.085, 0.689], [-5.761, 1.967, -0.089], [-9.101, -1.352, -0.357], [1.168, 2.875, 1.289]], "lowdin_charge": [1.06, 1.04, 0.05, 0.08, -0.05, 0.02, 0.02, -0.34, -0.30, 0.00, -0.16, -0.05, -0.36, -0.03, -0.27, -0.02, -0.03, -0.11, -0.37, -0.30, -0.04, -0.38, -0.60, -0.43, -0.13, 0.08, 0.11, 0.08, 0.08, 0.10, 0.09, 0.09, 0.11, 0.11, 0.11, 0.08, 0.15, 0.11, 0.10, 0.12, 0.08, 0.08]}

***

(7)
{"formula": "C4H9O3S", "method": "wB97M-V/def2-TZVPD", "homo_ev": -4.08, "homo_lumo_gap_ha": 0.2555, "total_charge": -1, "species": ["S", "O", "O", "O", "C", "C", "C", "C", "H", "H", "H", "H", "H", "H", "H", "H", "H"], "coordinates": [[0.860, -1.814, -2.970], [-1.483, 1.761, 0.034], [-2.979, 0.147, 3.611], [0.169, 2.872, 1.024], [0.562, 0.556, 0.381], [1.465, -1.158, -1.344], [0.282, -0.199, -1.016], [-0.381, 1.880, 0.472], [-0.649, -0.889, -0.983], [0.418, -0.015, 1.295], [0.114, 0.486, -1.844], [-3.569, 0.444, 2.884], [1.555, -1.833, -0.547], [1.570, -2.941, -3.133], [1.572, 1.012, 0.174], [-2.081, 0.431, 3.430], [2.575, -0.740, -1.467]], "lowdin_charge": [0.65, -0.03, -0.08, -0.12, -0.11, -0.56, -0.33, -0.81, 0.11, 0.08, 0.08, 0.05, 0.04, -0.19, 0.10, 0.03, 0.11]}

***

(8)
{"formula": "C4H10Na", "method": "wB97M-V/def2-TZVPD", "homo_ev": -15.25, "homo_lumo_gap_ha": 0.3760, "total_charge": 1, "species": ["Na", "C", "C", "C", "C", "H", "H", "H", "H", "H", "H", "H", "H", "H", "H"], "coordinates": [[1.559, -2.401, -1.183], [0.017, 0.266, 0.831], [-1.208, 1.117, -1.226], [-0.240, 0.077, -0.662], [0.985, -0.774, 1.395], [-0.948, 0.203, 1.370], [0.725, 0.140, -1.201], [-0.799, 2.131, -1.081], [1.956, -0.708, 0.876], [1.151, -0.612, 2.474], [0.576, -1.788, 1.250], [0.429, 1.281, 0.996], [-1.374, 0.955, -2.305], [-2.178, 1.051, -0.707], [-0.651, -0.938, -0.827]], "lowdin_charge": [0.84, -0.27, -0.10, -0.32, -0.11, 0.13, 0.10, 0.09, 0.07, 0.09, 0.07, 0.13, 0.08, 0.09, 0.10]}